Version i
Formula: C6H9NO
Source: the Open Molecules 2025 dataset
Level of theory: ωB97M-V/def2-TZVPD

## Properties
Orbital gap, eV: 9.0
SMILES string: C=C=C(N)CC(C)=O
E_LUMO, eV: 0.763

The geometry in ORCA input format:
```
! RIJCOSX wB97M-V def2-TZVPD def2/J DEFGRID3
* xyz 0 1
C 1.966 -0.503 0.573
C 0.581 -1.056 0.821
C -0.545 -0.037 -1.097
C -0.984 0.556 0.008
N -1.841 1.640 0.070
C -0.409 -0.498 -2.306
C -0.442 0.019 1.303
O 0.362 -2.242 0.949
H -2.023 2.090 -0.816
H -1.694 2.275 0.842
H 2.588 -1.258 0.098
H 2.418 -0.222 1.523
H 1.906 0.384 -0.056
H -1.153 -1.131 -2.772
H 0.494 -0.345 -2.882
H 0.020 0.813 1.896
H -1.243 -0.485 1.847
*
```

=====

Version ii
Formula: C6H9NO
Source: the Open Molecules 2025 dataset
Level of theory: ωB97M-V/def2-TZVPD

## Properties
Orbital gap, eV: 9.4
E_LUMO, eV: 0.698

The geometry in ORCA input format:
```
! RIJCOSX wB97M-V def2-TZVPD def2/J DEFGRID3
* xyz 0 1
C 0.872 1.914 0.157
C 0.009 0.604 0.387
C -0.758 -1.211 0.415
C -1.920 -0.646 -0.120
C -1.464 0.672 -0.182
C 0.474 -0.602 -0.513
H 0.643 2.206 1.338
H -0.058 2.389 -0.714
H 2.021 1.748 -0.304
H -0.723 -2.243 0.966
H -2.758 -1.267 -0.303
H -1.816 1.543 -0.963
H 0.082 -0.277 -1.649
H 2.045 -2.331 -0.533
H 1.714 -0.973 0.703
N 1.741 -1.298 -0.172
O -0.105 -0.232 1.487
*
```

=====

Version iii
Formula: C6H9NO
Source: the Open Molecules 2025 dataset
Level of theory: ωB97M-V/def2-TZVPD

## Properties
Orbital gap, eV: 9.1
SMILES string: C#C/C(N)=C(\C)CO
E_LUMO, eV: 0.880

The geometry in ORCA input format:
```
! RIJCOSX wB97M-V def2-TZVPD def2/J DEFGRID3
* xyz 0 1
C -1.595 -0.694 0.484
C 0.637 0.096 1.645
C 0.136 0.176 -0.898
C -0.131 -0.183 0.360
N -0.408 -0.179 -2.102
O -2.402 0.266 1.129
C 1.608 0.305 -1.000
C 2.728 0.579 -1.308
H -1.839 0.731 1.766
H -1.407 -0.012 -2.188
H 0.155 0.163 -2.875
H -1.558 -1.630 1.041
H -2.106 -0.941 -0.453
H 1.669 -0.286 1.669
H 0.679 1.160 1.912
H 0.144 -0.411 2.477
H 3.689 0.860 -1.661
*
```

=====

Relative stability in eV, measured from the most stable structure: version i 0.000; version ii 6.031; version iii 1.320

=====

Version i
Formula: C6H9NO
Source: the Open Molecules 2025 dataset
Level of theory: ωB97M-V/def2-TZVPD

## Properties
Orbital gap, eV: 10.2
E_LUMO, eV: 0.843

The geometry in ORCA input format:
```
! RIJCOSX wB97M-V def2-TZVPD def2/J DEFGRID3
* xyz 0 1
C -0.590 -1.453 -1.043
C 1.475 0.402 1.439
C 0.219 0.989 -1.357
C 0.071 -0.226 -0.477
O -0.328 -2.578 -0.640
N 1.087 -0.525 0.394
C -1.537 -0.166 0.199
C -2.458 0.145 0.911
H 1.039 -1.508 0.671
H -1.192 -1.257 -1.948
H 2.321 -0.020 1.978
H 1.794 1.345 0.991
H 0.659 0.604 2.146
H 0.255 1.896 -0.757
H 1.142 0.903 -1.931
H -0.627 1.069 -2.037
H -3.331 0.380 1.460
*
```

=====

Version ii
Formula: C6H9NO
Source: the Open Molecules 2025 dataset
Level of theory: ωB97M-V/def2-TZVPD

## Properties
Orbital gap, eV: 10.2
E_LUMO, eV: 0.810

The geometry in ORCA input format:
```
! RIJCOSX wB97M-V def2-TZVPD def2/J DEFGRID3
* xyz 0 1
C 0.770 -0.123 -0.613
C -0.008 -1.212 0.152
C -0.135 -0.169 1.254
C -0.258 0.781 0.078
C -1.489 0.116 -0.485
C -1.393 -1.147 -0.455
H 2.472 0.630 -1.008
H 2.310 0.084 0.601
H 0.608 0.096 -1.656
H 0.699 -2.093 0.528
H -1.041 -0.554 1.865
H 0.755 0.138 2.001
H -1.155 2.696 0.038
H -2.166 0.737 -1.056
H -1.943 -2.023 -0.833
N 2.185 -0.227 -0.383
O -0.211 2.269 -0.029
*
```

=====

Relative stability in eV, measured from the most stable structure: version i 0.000; version ii 0.870

=====

Version i
Formula: C6H9NO
Source: the Open Molecules 2025 dataset
Level of theory: ωB97M-V/def2-TZVPD

## Properties
Orbital gap (spin up / spin down), eV: 8.0 / 7.1
E_LUMO (spin up / spin down), eV: -0.051 / -0.022

The geometry in ORCA input format:
```
! RIJCOSX wB97M-V def2-TZVPD def2/J DEFGRID3
* xyz 0 1
C -1.022 0.612 -0.166
C -0.129 1.327 0.806
C -0.283 -0.787 0.067
C 1.271 -0.158 0.072
C -0.610 -1.816 -0.839
C 1.981 0.194 -1.014
O -2.387 0.750 0.035
N -0.336 1.612 1.983
H -2.568 0.654 0.980
H -0.805 0.905 -1.191
H 0.407 2.026 2.541
H -0.470 -1.083 1.101
H 1.816 -0.445 0.966
H -0.465 -1.693 -1.904
H -0.976 -2.771 -0.490
H 1.513 0.499 -1.943
H 3.064 0.173 -1.005
*
```

=====

Version ii
Formula: C6H9NO
Source: the Open Molecules 2025 dataset
Level of theory: ωB97M-V/def2-TZVPD

## Properties
Orbital gap, eV: 10.1
E_LUMO, eV: 0.984

The geometry in ORCA input format:
```
! RIJCOSX wB97M-V def2-TZVPD def2/J DEFGRID3
* xyz 0 1
C 1.681 -0.160 0.014
C 0.606 0.119 1.050
C 0.517 0.874 -0.721
C -0.721 -0.014 -1.078
C -1.681 -0.166 0.168
C -0.508 -0.826 0.687
H 1.723 -1.139 -0.369
H 2.607 0.305 0.087
H 0.568 -0.191 2.076
H 1.291 1.953 0.654
H 0.768 1.656 -1.505
H -1.179 0.154 -2.054
H -2.593 -0.817 0.052
H -1.846 0.926 0.590
H -0.785 -1.680 1.470
N 0.350 1.564 0.561
O -0.295 -1.385 -0.706
*
```

=====

Relative stability in eV, measured from the most stable structure: version i 0.785; version ii 0.000

=====

Version i
Formula: C6H9NO
Source: the Open Molecules 2025 dataset
Level of theory: ωB97M-V/def2-TZVPD

## Properties
Orbital gap, eV: 10.0
SMILES string: C1CN2[C@H]3[C@H]1OC[C@H]32
E_LUMO, eV: 1.052

The geometry in ORCA input format:
```
! RIJCOSX wB97M-V def2-TZVPD def2/J DEFGRID3
* xyz 0 1
C -0.723 0.991 -1.414
C 0.887 0.971 -1.059
C 0.659 -0.524 1.344
C -0.449 -1.699 1.013
C -0.818 -0.091 -0.236
C -0.061 0.636 0.920
H -1.108 1.993 -1.349
H -0.762 0.389 -2.319
H 1.124 2.091 -0.870
H 1.435 0.402 -1.828
H 1.431 -0.672 2.044
H -0.772 -2.120 1.959
H -0.086 -2.495 0.262
H -0.106 -0.734 -0.878
H -0.406 1.428 1.609
N 1.306 0.493 0.396
O -1.551 -1.059 0.407
*
```

=====

Version ii
Formula: C6H9NO
Source: the Open Molecules 2025 dataset
Level of theory: ωB97M-V/def2-TZVPD

## Properties
Orbital gap, eV: 10.4
SMILES string: O=C1C[C@H]2CCCN12
E_LUMO, eV: 0.776

The geometry in ORCA input format:
```
! RIJCOSX wB97M-V def2-TZVPD def2/J DEFGRID3
* xyz 0 1
C -1.187 1.096 0.170
C -1.829 -0.244 -0.240
C -0.565 -0.853 0.450
C 0.725 -1.182 -0.320
C 1.346 0.259 -0.616
C 0.917 0.948 0.735
H -2.234 -0.235 -1.269
H -2.743 -0.697 0.411
H -0.920 -1.628 1.284
H 1.448 -1.856 0.285
H 0.280 -1.745 -1.164
H 2.387 0.038 -0.946
H 1.170 0.724 -1.532
H 1.729 0.528 1.407
H 0.987 2.163 0.748
N -0.329 0.511 1.131
O -1.182 2.174 -0.531
*
```

=====

Relative stability in eV, measured from the most stable structure: version i 3.893; version ii 0.000

=====

Version i
Formula: C5H7Br
Source: the Open Molecules 2025 dataset
Level of theory: ωB97M-V/def2-TZVPD

## Properties
Orbital gap, eV: 10.3
SMILES string: Br[C@@H]1[C@H]2CC[C@@H]12
E_LUMO, eV: 0.996

The geometry in ORCA input format:
```
! RIJCOSX wB97M-V def2-TZVPD def2/J DEFGRID3
* xyz 0 1
C 0.486 -0.429 0.721
C -0.749 -0.524 -0.173
C 1.056 0.580 -0.231
C -0.157 0.489 -1.116
C 0.109 1.715 -0.273
Br 0.346 3.196 -1.488
H 0.363 0.040 1.756
H 0.929 -1.415 0.957
H -1.167 -1.443 -0.738
H -1.654 -0.176 0.315
H 2.004 0.722 -0.714
H -0.547 0.499 -2.149
H -0.550 2.098 0.596
*
```

=====

Version ii
Formula: C5H7Br
Source: the Open Molecules 2025 dataset
Level of theory: ωB97M-V/def2-TZVPD

## Properties
Orbital gap, eV: 10.2
SMILES string: C[C@@H]1C=C(Br)C1
E_LUMO, eV: 0.978

The geometry in ORCA input format:
```
! RIJCOSX wB97M-V def2-TZVPD def2/J DEFGRID3
* xyz 0 1
C 0.240 -1.188 -0.355
C -0.230 -0.737 -1.521
C -0.912 0.575 -0.708
C -0.275 -0.127 0.554
C 0.803 0.619 1.374
Br 0.049 -1.301 -3.319
H 0.835 -2.038 -0.019
H -0.543 1.527 -1.127
H -1.979 0.680 -0.632
H -1.126 -0.408 1.093
H 0.407 1.364 1.965
H 1.487 1.099 0.754
H 1.244 -0.066 1.940
*
```

=====

Relative stability in eV, measured from the most stable structure: version i 0.347; version ii 0.000

=====

Version i
Formula: C4H11N3
Source: the Open Molecules 2025 dataset
Level of theory: ωB97M-V/def2-TZVPD

## Properties
Orbital gap, eV: 9.3
SMILES string: N/C=N\CCCN
E_LUMO, eV: 0.713

The geometry in ORCA input format:
```
! RIJCOSX wB97M-V def2-TZVPD def2/J DEFGRID3
* xyz 0 1
C 1.746 0.093 -0.735
C 0.277 0.658 -0.569
C -0.185 0.352 0.777
N -3.035 -0.651 0.128
C -1.996 -1.221 0.839
N -0.703 -1.067 0.831
N 2.946 1.065 -0.654
H 1.671 -0.442 -1.728
H 1.858 -0.737 -0.011
H 0.303 1.792 -0.664
H -0.484 0.167 -1.212
H -1.029 0.831 1.199
H 0.581 0.515 1.572
H -3.465 -1.479 -0.425
H -2.696 0.113 -0.475
H -2.303 -2.159 1.286
H 3.746 0.519 -0.336
H 2.768 1.653 0.177
*
```

=====

Version ii
Formula: C4H11N3
Source: the Open Molecules 2025 dataset
Level of theory: ωB97M-V/def2-TZVPD

## Properties
Orbital gap, eV: 8.4
SMILES string: N/C=C(\N)CCN
E_LUMO, eV: 0.961

The geometry in ORCA input format:
```
! RIJCOSX wB97M-V def2-TZVPD def2/J DEFGRID3
* xyz 0 1
C 0.088 -0.588 1.596
C 0.267 -1.285 0.296
C -0.126 -0.264 -0.691
C -1.265 0.488 -0.683
N -1.635 1.482 -1.624
N 0.716 -0.389 -1.910
N 1.107 0.483 2.092
H -0.920 -0.205 1.782
H 0.347 -1.218 2.610
H -0.317 -2.122 0.025
H 1.314 -1.569 0.288
H -2.110 0.169 -0.074
H -0.893 1.946 -2.111
H -2.158 2.334 -1.222
H 0.439 0.197 -2.724
H 1.755 -0.311 -1.762
H 1.645 0.811 1.382
H 1.748 0.040 2.731
*
```

=====

Version iii
Formula: C4H11N3
Source: the Open Molecules 2025 dataset
Level of theory: ωB97M-V/def2-TZVPD

## Properties
Orbital gap (spin up / spin down), eV: 8.0 / 8.0
E_LUMO (spin up / spin down), eV: 0.481 / 0.479

The geometry in ORCA input format:
```
! RIJCOSX wB97M-V def2-TZVPD def2/J DEFGRID3
* xyz 0 1
C 1.264 0.209 0.604
C -2.121 0.351 0.801
C 1.811 1.333 -0.204
N -0.398 -2.075 -0.453
N 0.578 -1.121 -0.985
C -0.790 -0.703 -0.877
N -0.910 0.337 0.011
H -0.261 -2.075 0.560
H 1.034 -1.407 -1.850
H -1.377 -0.732 -1.799
H 0.755 0.486 1.513
H 1.933 -0.623 0.791
H -2.376 -0.625 1.251
H -2.996 0.666 0.208
H -2.015 1.079 1.610
H 2.364 0.989 -1.079
H 2.500 1.917 0.420
H 1.004 1.993 -0.521
*
```

=====

Relative stability in eV, measured from the most stable structure: version i 0.000; version ii 0.079; version iii 3.618

=====

Version i
Formula: C2H5O3
Source: the Open Molecules 2025 dataset
Level of theory: ωB97M-V/def2-TZVPD

## Properties
Orbital gap, eV: 8.5
E_LUMO, eV: 4.408

The geometry in ORCA input format:
```
! RIJCOSX wB97M-V def2-TZVPD def2/J DEFGRID3
* xyz -1 1
O -0.882 -0.509 0.237
C 0.275 -0.711 -0.237
O 0.573 -0.940 -1.477
C 1.407 -0.503 0.725
H 1.942 0.330 0.484
H 1.110 -0.412 1.778
H 2.105 -1.543 0.700
H -1.749 1.269 0.190
H -0.601 2.148 -0.090
O -1.304 2.137 0.492
*
```

=====

Version ii
Formula: C2H5O3
Source: the Open Molecules 2025 dataset
Level of theory: ωB97M-V/def2-TZVPD

## Properties
Orbital gap, eV: 8.1
E_LUMO, eV: 4.037

The geometry in ORCA input format:
```
! RIJCOSX wB97M-V def2-TZVPD def2/J DEFGRID3
* xyz -1 1
C -1.035 -1.003 0.097
O -0.961 -1.852 -1.034
H -1.129 0.025 -0.216
H -1.797 -1.290 0.815
H -0.116 -0.971 0.679
O 2.235 2.448 0.725
C 1.356 1.663 0.342
O 1.443 0.434 0.024
H 0.326 2.046 0.201
H -0.323 -1.500 -1.633
*
```

=====

Version iii
Formula: C2H5O3
Source: the Open Molecules 2025 dataset
Level of theory: ωB97M-V/def2-TZVPD

## Properties
Orbital gap, eV: 6.9
E_LUMO, eV: 3.483

The geometry in ORCA input format:
```
! RIJCOSX wB97M-V def2-TZVPD def2/J DEFGRID3
* xyz -1 1
O 3.298 -1.690 -0.507
H 4.270 -1.646 -0.649
H 3.096 -0.917 0.068
O -2.007 -0.940 0.102
O 0.000 0.000 0.000
C -0.764 -0.982 0.246
C -0.108 -2.179 0.917
H -0.174 -1.963 1.997
H 0.956 -2.282 0.644
H -0.617 -3.137 0.717
*
```

=====

Relative stability in eV, measured from the most stable structure: version i 0.208; version ii 0.514; version iii 0.000

=====

Version i
Formula: C6H11NO2
Source: the Open Molecules 2025 dataset
Level of theory: ωB97M-V/def2-TZVPD

## Properties
Orbital gap, eV: 10.2
SMILES string: C=C(CC)[C@H](O)C(N)=O
E_LUMO, eV: 0.687

The geometry in ORCA input format:
```
! RIJCOSX wB97M-V def2-TZVPD def2/J DEFGRID3
* xyz 0 1
C 0.376 0.571 1.317
C -0.604 -0.915 -0.681
C -0.498 -0.277 -2.062
C 1.158 0.830 -0.015
C -0.746 -0.306 0.906
N 2.265 0.007 -0.189
C -1.815 -0.675 1.604
O -0.116 1.798 1.828
O 1.020 1.911 -0.604
H -0.261 2.355 1.034
H 1.034 0.087 2.046
H 2.800 -0.287 0.620
H 2.782 0.170 -1.044
H 0.100 -1.744 -0.569
H -1.573 -1.429 -0.740
H -2.014 -0.212 2.569
H -2.475 -1.468 1.270
H -1.007 -0.907 -2.798
H 0.535 -0.221 -2.416
H -0.961 0.712 -2.077
*
```

=====

Version ii
Formula: C6H11NO2
Source: the Open Molecules 2025 dataset
Level of theory: ωB97M-V/def2-TZVPD

## Properties
Orbital gap, eV: 9.9
E_LUMO, eV: 0.634

The geometry in ORCA input format:
```
! RIJCOSX wB97M-V def2-TZVPD def2/J DEFGRID3
* xyz 0 1
O 1.497 -1.578 -1.769
C 0.364 -1.214 -2.027
N -0.478 -0.156 -0.995
C 0.016 0.429 0.217
C 1.340 1.200 0.437
C 0.594 1.222 1.798
C -0.697 1.550 1.001
C 0.271 -0.279 1.575
H 0.011 -1.014 -3.058
H -1.217 0.361 -1.459
H 2.265 0.609 0.387
H 1.440 2.160 -0.088
H 0.933 1.692 2.727
H -0.743 2.535 0.515
H -1.652 1.284 1.476
H -0.614 -0.676 2.092
H 1.116 -0.980 1.609
H -1.417 -1.659 -0.845
O -1.202 -2.715 -1.417
H -1.826 -2.769 -2.175
*
```

=====

Relative stability in eV, measured from the most stable structure: version i 0.000; version ii 2.562